[1]
# C45H64CaN6S

A molecular structure, C45H64CaN6S (wB97M-V/def2-TZVPD, the Open Molecules 2025 dataset).

ORCA input file:
```
! wB97M-V def2-TZVPD RIJCOSX def2/J DEFGRID3
* xyz 0 1
Ca 0.770 -0.051 -0.749
S -1.746 -1.065 0.201
N 2.269 -0.553 0.846
N 1.503 -1.905 -1.774
N 0.438 0.756 -2.811
N 1.126 2.090 -0.157
N -3.646 0.480 1.112
N -1.749 0.144 2.509
C 1.605 3.945 1.064
C 2.174 -2.908 -1.172
C 0.084 -5.025 -4.625
C -5.753 -0.110 2.309
C 1.173 -2.248 -3.036
C 1.659 -3.609 -3.272
C -1.085 0.236 -6.159
C 0.153 -0.048 -3.857
C 0.148 3.096 -2.164
C -2.888 0.144 4.753
C 2.553 0.251 1.894
C 3.265 -0.548 2.890
C 2.274 -4.015 -2.121
C -0.017 2.007 -3.041
C -0.761 6.134 -0.254
C 3.715 -0.048 4.227
C -2.148 -0.952 5.521
C 0.700 5.763 -0.516
C -2.451 -0.064 1.387
C -0.654 2.018 -4.357
C 2.980 -5.309 -1.867
C 2.569 0.002 5.241
C -4.712 0.967 1.983
C -6.843 -0.295 1.255
C 1.014 4.360 -0.098
C 3.664 5.001 2.042
C -2.038 0.893 3.724
C -2.436 -0.460 -5.985
C 2.706 -2.853 0.130
C 3.391 -1.808 2.374
C 4.496 -5.184 -2.040
C 0.516 -1.407 -3.955
C 2.277 1.631 1.952
C -0.546 0.752 -4.861
C -1.757 -2.173 4.695
C -1.249 3.217 -5.026
C -0.203 4.030 -5.793
C 1.473 -4.389 -4.535
C 4.014 -3.008 3.013
C 2.756 -1.794 1.057
C 2.972 -3.934 3.646
C -6.348 -0.780 -0.104
C 0.719 3.158 -0.877
C 2.152 4.797 2.166
C 1.682 2.489 1.005
H -3.951 0.196 0.194
H -5.807 -0.001 -0.645
H -1.258 -0.521 5.991
H 0.263 3.420 -6.568
H -5.184 1.811 1.474
H -2.350 -1.303 -5.297
H -3.764 -0.290 4.263
H 4.148 0.950 4.120
H 2.909 0.384 6.206
H -3.172 0.229 -5.567
H -0.994 6.046 0.808
H 0.589 4.367 -5.123
H 4.187 4.044 2.046
H -0.648 4.907 -6.267
H 2.421 -3.412 4.430
H -0.369 -0.461 -6.603
H 1.649 5.766 2.165
H 1.766 0.649 4.882
H 2.150 -0.993 5.397
H 2.237 -5.167 -4.606
H 3.908 5.503 1.106
H -2.792 -1.275 6.343
H 4.743 -4.883 -3.059
H 0.924 5.885 -1.579
H 4.588 -3.564 2.267
H 1.632 -3.734 -5.396
H -5.226 -1.057 2.468
H -0.037 -5.586 -5.554
H -0.877 -0.360 2.492
H 1.355 6.461 0.010
H -2.815 -0.831 -6.938
H -7.186 -1.067 -0.740
H 2.753 -5.662 -0.857
H -7.378 0.651 1.130
H 3.442 -4.814 4.088
H -0.081 -5.706 -3.789
H -4.286 1.362 2.896
H 0.279 -1.872 -4.907
H -2.472 1.857 3.458
H -0.192 4.050 -2.555
H -1.068 1.123 4.169
H 2.249 -4.269 2.902
H 2.595 -6.075 -2.544
H 1.922 4.342 3.134
H -0.960 -1.964 3.981
H 4.515 -0.685 4.610
H -3.267 0.881 5.467
H 4.995 -6.132 -1.832
H -0.973 7.157 -0.567
H -2.042 2.903 -5.710
H -0.694 -4.262 -4.582
H 4.734 -2.693 3.772
H -5.690 -1.646 -0.009
H 2.634 2.127 2.850
H 3.188 -3.768 0.460
H -1.731 3.854 -4.280
H 4.049 5.605 2.866
H -1.401 -2.975 5.342
H -6.227 0.145 3.261
H -2.608 -2.555 4.127
H -7.576 -1.005 1.646
H 4.903 -4.427 -1.368
H -1.433 5.464 -0.793
H -1.182 1.059 -6.872
*
```

As for the energy above the lowest of the compared OMol25 structures with the same formula, charge and spin: 0.0 kJ/mol. The calculated total energy comes out at -85923.4498 eV. The calculation puts the lowest unoccupied orbital energy at -0.014 hartree. The gap between HOMO and LUMO is 5.8 eV.

***

[2]
# C45H70F3O31P

11 unconnected molecules or ions with the total composition C45H70F3O31P (wB97M-V/def2-TZVPD, the Open Molecules 2025 dataset).

ORCA input file:
```
! wB97M-V def2-TZVPD RIJCOSX def2/J DEFGRID3
* xyz 0 1
P 1.287 -2.297 0.918
F 3.641 -3.374 0.911
F 2.258 -4.759 1.663
F 2.871 -3.144 2.861
O 3.197 1.446 7.944
O 1.019 0.730 -9.057
O -3.693 6.291 -5.093
O 3.256 -1.720 7.498
O 2.499 6.423 -3.709
O -1.410 -8.704 9.758
O 0.258 -3.153 -7.686
O -0.958 -0.693 -5.142
O -0.243 -6.964 8.917
O -0.974 -0.436 -2.930
O 2.769 4.766 -5.220
O 4.130 6.531 -5.256
O 2.918 -3.374 6.045
O -2.556 -0.865 6.903
O 2.703 2.643 9.781
O 1.946 2.714 -8.573
O -0.317 3.619 -1.669
O 2.607 0.825 -7.508
O -2.023 -6.577 10.207
O -1.777 4.740 -2.915
O -5.537 7.515 -4.821
O 1.200 -2.579 7.276
O -2.455 2.958 -1.703
O -2.956 -2.522 5.463
O 0.783 -4.362 -9.517
O 0.828 -1.346 -3.934
O -1.154 -3.626 0.665
O 1.126 2.337 8.229
O -3.514 8.519 -4.802
O -0.349 -5.300 -7.806
O -4.649 -1.682 6.698
C 3.077 5.952 -4.638
C 2.041 -0.512 -7.429
C 4.220 -2.831 5.758
C -0.412 -2.780 1.499
C 4.692 5.567 -6.169
C 3.484 4.714 -6.470
C 5.302 6.247 -7.369
C -1.365 -5.308 10.030
C 2.353 -2.562 6.966
C 0.457 4.470 -2.534
C -1.737 -5.890 0.143
C -0.562 -5.572 8.780
C -1.600 3.708 -2.063
C -1.265 -1.342 6.451
C -2.118 0.293 -3.433
C 0.469 2.911 9.377
C 0.282 -4.288 -8.445
C -3.503 -1.684 6.386
C -2.365 -4.183 9.913
C 4.561 -2.146 7.059
C -0.607 -4.883 -6.451
C 1.636 3.545 10.094
C 1.870 1.535 -8.394
C -4.182 7.542 -4.895
C -5.975 6.200 -5.212
C -3.296 0.210 -2.498
C -0.327 6.182 -4.248
C -0.613 3.875 8.959
C -0.706 -4.961 0.699
C -0.285 -0.203 6.303
C 5.502 -0.976 6.922
C -4.765 5.373 -4.846
C 3.106 -1.532 -7.112
C -1.244 -7.535 9.638
C 1.405 -0.636 -8.799
C 2.563 -3.468 1.640
C 1.399 -2.648 -0.885
C -1.860 -5.523 -5.906
C 2.418 2.077 8.580
C -7.248 5.814 -4.499
C -0.680 -3.385 -6.617
C -2.313 -0.379 -4.772
C -0.556 5.523 -2.912
C -0.263 -0.869 -3.987
C -1.645 -2.020 5.163
H 5.986 7.036 -7.056
H -1.198 4.193 9.822
H 1.284 -0.501 -6.643
H 0.788 3.877 -3.388
H -0.258 0.401 7.208
H -1.834 -6.602 -6.055
H -4.653 4.477 -5.452
H -2.938 -4.264 8.988
H -1.815 1.335 -3.546
H -0.579 0.461 5.486
H 4.532 6.713 -7.986
H -4.743 5.099 -3.788
H 2.658 -2.501 -6.908
H -0.971 -2.830 4.893
H -0.185 4.759 8.484
H 5.848 5.529 -7.979
H 0.713 -0.571 6.103
H 3.804 -1.639 -7.944
H 3.729 3.690 -6.736
H 0.470 -2.438 -1.381
H -3.000 0.478 -1.487
H 0.342 -4.970 8.713
H -0.961 -1.858 1.533
H -1.665 -3.045 -6.951
H 2.843 5.140 -7.243
H 3.684 -1.221 -6.242
H -7.649 4.886 -4.905
H -1.858 -3.217 9.924
H -3.719 -0.797 -2.459
H 0.202 -5.035 0.113
H -2.745 -5.148 -6.421
H -7.071 5.680 -3.431
H 0.040 2.091 9.959
H -7.998 6.597 -4.605
H -4.077 0.895 -2.823
H 2.111 -0.940 -9.576
H -0.652 6.280 -2.130
H -6.136 6.211 -6.293
H -3.077 -4.216 10.736
H 1.325 4.862 -2.017
H -0.904 -2.057 7.181
H -1.730 -1.321 4.327
H 4.918 -3.618 5.486
H -0.355 -3.146 2.522
H 0.258 -5.171 -5.848
H 5.454 5.000 -5.628
H -0.455 -5.283 1.702
H -1.219 6.720 -4.563
H 5.200 -0.323 6.103
H -1.962 -5.318 -4.841
H -0.110 5.439 -5.018
H 1.497 3.620 11.169
H 2.159 -1.993 -1.258
H 0.508 6.880 -4.199
H -2.656 -5.825 0.698
H -0.713 -5.147 10.893
H -2.880 -1.310 -4.695
H 4.941 -2.856 7.798
H 1.738 -3.662 -1.035
H -1.280 3.411 8.234
H -1.358 -6.892 0.199
H 6.517 -1.326 6.734
H 4.122 -2.132 4.925
H 0.547 -1.285 -8.825
H -0.394 -2.838 -5.727
H 5.499 -0.369 7.826
H -1.150 -5.443 7.869
H 1.890 4.528 9.691
H -2.770 0.262 -5.522
H -1.959 -5.645 -0.885
*
```

The calculated total energy comes out at -128717.2124 eV. The SMILES is C[C@@H]1COC(=O)O1.C[C@@H]1COC(=O)O1.C[C@@H]1COC(=O)O1.C[C@@H]1COC(=O)O1.C[C@@H]1COC(=O)O1.C[C@@H]1COC(=O)O1.C[C@@H]1COC(=O)O1.C[C@@H]1COC(=O)O1.C[C@@H]1COC(=O)O1.C[C@@H]1COC(=O)O1.CCOCP(C)C(F)(F)F. The calculation puts the lowest unoccupied orbital energy at 0.001 hartree. The gap between HOMO and LUMO is 8.9 eV.